*1*
Below is one molecule with the formula C2H2O4S, with properties calculated with ωB97M-V with the def2-TZVPD basis set.

The geometry in ORCA input format:
```
! wB97M-V def2-TZVPD RIJCOSX def2/J DEFGRID3
* xyz 0 1
C -0.481 0.984 -0.772
C -0.022 -0.303 -0.645
O -0.443 -1.613 1.697
O 1.751 -1.920 0.620
O -0.776 1.849 0.190
O -0.491 1.520 1.435
S 0.572 -1.123 0.786
H -0.483 1.317 -1.869
H 0.374 -0.708 -1.442
*
```

- E_LUMO (spin up / spin down): -1.66 / -2.38 eV

***

*2*
Below is one molecule with the formula C2H2O4S, with properties calculated with ωB97M-V with the def2-TZVPD basis set.

The geometry in ORCA input format:
```
! wB97M-V def2-TZVPD RIJCOSX def2/J DEFGRID3
* xyz 0 1
C -1.116 -0.794 -0.164
C -0.537 0.457 0.277
O 1.845 1.559 -0.421
O 0.475 0.231 1.306
O -0.674 -1.837 0.213
O 1.661 -0.882 -0.668
S 1.183 0.356 -0.150
H -1.989 -0.581 -0.865
H -0.848 1.491 0.472
*
```

- E_LUMO: -0.34 eV

***

*3*
Below is one molecule with the formula C2H2O4S, with properties calculated with ωB97M-V with the def2-TZVPD basis set.

The geometry in ORCA input format:
```
! wB97M-V def2-TZVPD RIJCOSX def2/J DEFGRID3
* xyz 0 1
C 1.215 0.079 -0.050
C 0.001 -0.506 -0.143
O -2.590 0.952 -0.274
O -2.550 -1.533 0.040
O 1.967 1.191 -0.114
O 1.823 2.477 0.203
S -1.923 -0.264 0.220
H 1.855 -0.805 0.049
H 0.202 -1.593 0.068
*
```

- E_LUMO (spin up / spin down): -2.32 / -2.34 eV

***

Relative energies with respect to the most stable structure, expressed in kcal/mol: *1* 87.6; *2* 0.0; *3* 117.5.